DFT (ωB97M-V with the def2-TZVPD basis set) results for a 2-piece molecular cluster, C2H9NO overall at a distorted geometry.

Cartesian coordinates (Å):
C (-1.32482, -0.40879, -0.13348)
H (-2.10830, -0.87089, 0.59012)
O (0.16948, 2.03137, 1.35769)
H (2.10387, -0.52501, -0.20375)
H (0.92246, 0.39247, -1.34980)
C (1.08506, -0.52180, -0.68756)
H (1.13720, -1.33866, -1.47052)
H (-1.54422, -0.83168, -1.10644)
H (0.89739, 2.38114, 0.85983)
H (0.10633, -1.39586, 0.78731)
N (0.07581, -0.51566, 0.33590)
H (0.13314, 1.05506, 0.98944)
H (-1.65341, 0.54830, 0.03127)

Calculated values
* SMILES: CNC.O
* multiplicity: 1
* HOMO energy: -9.791 eV
* DFT total energy: -5756.548 eV

***

DFT (ωB97M-V with the def2-TZVPD basis set) results for a 2-piece molecular cluster, C2H9NO2 overall.

Cartesian coordinates (Å):
C (1.05222, -1.20660, -0.79205)
H (0.41168, -2.01960, -0.44304)
H (-0.81544, -0.06567, -0.72924)
H (0.92600, -1.33014, -2.75312)
O (1.57228, -1.54973, -2.07639)
H (1.52829, 1.30755, 0.31594)
C (0.26364, 0.10577, -0.77034)
H (-2.73163, 1.12398, 1.70956)
H (1.91131, -1.10286, -0.13432)
H (0.50018, 0.66664, -1.67040)
O (-2.42933, 1.24386, 2.61766)
H (-3.24865, 1.32507, 3.12669)
H (0.49302, 0.50258, 1.23971)
N (0.56642, 0.99915, 0.35936)

Calculated values
* SMILES: NCCO.O
* multiplicity: 1
* HOMO energy: -9.300 eV
* DFT total energy: -7804.414 eV

***

DFT (ωB97M-V with the def2-TZVPD basis set) results for a 3-piece molecular cluster, C2H9NO2 overall at a distorted geometry.

Cartesian coordinates (Å):
H (-0.30503, 1.43457, 0.06584)
C (-0.97013, 0.59021, 0.24602)
N (-0.45835, -0.41469, 0.83866)
H (-2.31026, -1.57940, 0.39493)
H (2.55685, 0.48905, 1.11819)
H (1.62468, 1.53499, -2.13652)
H (0.26905, 0.81612, -1.82509)
H (-2.07761, 0.74824, 0.09963)
C (-1.38840, -1.50597, 1.00349)
H (2.14785, 0.11102, -0.31568)
H (-1.77725, -1.62179, 2.00360)
O (2.52058, 0.82146, 0.21795)
O (0.94479, 0.95724, -2.49527)
H (-0.77679, -2.38106, 0.78425)

Calculated values
* SMILES: C=NC.O.O
* multiplicity: 1
* HOMO energy: -10.536 eV
* DFT total energy: -7803.882 eV

***

DFT (ωB97M-V with the def2-TZVPD basis set) results for a 3-piece molecular cluster, C2H9NO3 overall at a distorted geometry.

Cartesian coordinates (Å):
H (1.93122, -0.12427, -0.75978)
H (-2.81953, 0.35027, 3.98290)
C (1.48708, -0.97092, -0.18979)
H (-0.47532, -1.83168, 0.19745)
H (-0.60735, 0.71993, -1.16080)
N (-0.67997, -0.29187, -1.25810)
H (1.76280, 1.95382, -2.67725)
H (2.99932, 1.09195, -2.87229)
C (-0.00954, -0.88374, -0.07278)
H (-0.20831, -0.25414, 0.80568)
O (2.17371, 1.35505, -3.31044)
O (-3.37453, 0.62686, 4.71916)
H (-4.28043, 0.55840, 4.40606)
H (-0.07210, -0.45442, -2.06487)
O (2.17297, -1.84524, 0.25484)

Calculated values
* SMILES: NCC=O.O.O
* multiplicity: 1
* HOMO energy: -9.942 eV
* DFT total energy: -9851.671 eV

***

> Number 3 is which compound?

C2H9NO2

***

> Among the records above, which one has the highest DFT total energy?

C2H9NO